--- a ---
{"formula": "C4H10O", "method": "the ωB97M-V functional and the def2-TZVPD basis", "elements": ["C", "C", "H", "H", "H", "H", "C", "O", "C", "H", "H", "H", "H", "H", "H"], "coordinates": [[0.69, 6.28, -0.02], [0.63, 6.96, 1.12], [-0.04, 5.52, -0.24], [1.37, 6.48, -0.85], [-0.25, 7.43, 1.53], [1.52, 7.61, 1.06], [0.15, -4.29, -0.25], [-0.78, -5.03, -1.04], [-0.51, -3.08, 0.36], [0.44, -4.92, 0.59], [1.06, -4.11, -0.83], [-1.08, -4.56, -1.83], [-1.07, -3.34, 1.26], [0.14, -2.23, 0.65], [-1.27, -2.70, -0.34]], "smiles": "C=C.CCO", "e_homo_ev": -9.926, "gap_ev": 11.0}

---

--- b ---
{"formula": "C4H10O", "method": "the ωB97M-V functional and the def2-TZVPD basis", "elements": ["C", "O", "C", "C", "C", "H", "H", "H", "H", "H", "H", "H", "H", "H", "H"], "coordinates": [[0.31, -0.71, 0.80], [3.42, 0.01, -0.04], [0.02, -0.48, -0.84], [-1.01, -0.29, 0.29], [-1.54, 1.11, 0.45], [2.88, 0.09, 0.75], [0.35, -1.43, 1.62], [3.19, -0.84, -0.40], [0.60, 0.33, -1.19], [0.11, -1.41, -1.36], [-1.62, 0.46, -1.76], [-1.75, -1.09, 0.32], [-1.45, 1.58, -0.58], [-2.60, 1.01, 0.74], [-0.91, 1.67, 1.19]], "e_homo_ev": -7.570, "gap_ev": 5.6}

---

Of the structures shown above, a is the most stable.